Version P
DFT (the ωB97M-V functional and the def2-TZVPD basis) results for one molecule with the formula C5H7NOS.

Cartesian coordinates (Å):
C -1.37958 1.44526 -0.56728
C -0.09314 0.88717 -0.08276
N 0.76638 1.82689 0.07573
C 2.05319 1.33343 0.22647
O 3.03350 2.00086 0.28605
C 1.96532 -0.30360 0.41738
S 2.95898 -1.17533 -0.82349
C 0.42480 -0.50724 0.18998
H -2.01408 1.57763 0.33811
H -1.92840 0.86072 -1.26020
H -1.31808 2.52206 -0.99626
H 2.51057 -0.59890 1.33412
H 3.52291 -2.05792 0.02544
H -0.12876 -0.94554 1.00032
H 0.35124 -1.15510 -0.77192

HOMO level = -9.10 eV
SMILES = CC1=NC(=O)[C@H](S)C1
Total charge = 0

Atomic partial charges in e from the Löwdin method, atoms 1 to 6: -0.03 -0.30 0.15 -0.47 0.11 -0.53

***

Version Q
DFT (the ωB97M-V functional and the def2-TZVPD basis) results for one molecule with the formula C5H7NOS.

Cartesian coordinates (Å):
C -4.23094 -0.43495 0.09182
C -2.99589 -0.21886 -0.08066
C -1.66182 0.45768 0.04161
N -0.56980 -0.48744 -0.10010
C 0.73633 -0.13107 -0.07471
S 1.23721 1.46647 -0.04372
C 1.84282 -1.30131 -0.16992
O 3.10391 -0.86391 0.21170
H -5.32156 -0.55231 0.02044
H -1.36200 1.39912 -0.50933
H -1.65239 0.86847 1.14651
H -0.75713 -1.47536 0.25456
H 1.44065 -2.05488 0.58969
H 1.87729 -1.72984 -1.15980
H 2.99419 0.17570 0.51574

HOMO level = -9.04 eV
SMILES = C#CCNC(=S)CO
Total charge = 0

Atomic partial charges in e from the Löwdin method, atoms 1 to 6: 0.11 -0.10 -0.26 -0.07 -0.72 0.70

***

Of them, version Q has the lowest stability.

***

Version P
DFT (the ωB97M-V functional and the def2-TZVPD basis) results for one molecule with the formula C5H7NOS.

Cartesian coordinates (Å):
C 0.30940 1.90101 -0.18074
C 0.13215 0.62976 0.00865
N 1.21994 -0.26129 0.21473
C 2.57347 0.02439 -0.02162
O 3.40416 -0.79649 -0.02101
C -1.23695 0.16078 -0.09787
C -2.42743 1.03622 0.12052
S -1.79425 -1.42040 -0.07337
H -0.20894 2.88293 0.13343
H 1.38272 2.10833 -0.33593
H 0.91278 -1.29753 0.33316
H 2.78627 1.05296 -0.01949
H -3.34889 0.34936 -0.14552
H -2.45087 2.04345 -0.45704
H -2.24178 1.27493 1.35663

HOMO level = -8.86 eV
SMILES = C=C(NC=O)C(C)=S
Total charge = 0

Atomic partial charges in e from the Löwdin method, atoms 1 to 6: 0.06 -0.41 0.09 -0.35 0.09 -0.75

***

Version Q
DFT (the ωB97M-V functional and the def2-TZVPD basis) results for one molecule with the formula C5H7NOS.

Cartesian coordinates (Å):
O 2.79781 -1.35913 -0.05638
C 1.75388 -0.74362 -0.04663
C 0.83265 -0.24225 1.11773
C 0.18720 0.65539 0.06756
N -1.29963 0.88040 0.02865
C -2.25143 -0.07306 -0.08984
S -1.96349 -1.72124 -0.01125
C 0.89016 -0.13184 -1.10437
H 1.34945 0.17223 2.04316
H 0.20976 -1.03930 1.44651
H 0.63057 1.64596 0.17737
H -1.62368 1.81671 0.01949
H -3.24649 0.40511 -0.20460
H 0.19586 -0.81715 -1.63382
H 1.53739 0.55177 -1.75356

HOMO level = -8.67 eV
SMILES = O=C1CC(NC=S)C1
Total charge = 0

Atomic partial charges in e from the Löwdin method, atoms 1 to 6: 0.10 -0.39 -0.07 -0.28 -0.02 -0.66

***

Of them, version P has the lowest stability.